The following is a quantum chemistry calculation of a cluster of 2 separate species, C5H10O2 in total, from OMol25.

Structure (XYZ):
```
17
Properties=species:S:1:pos:R:3:forces:R:3
C 1.5083 1.4481 -0.4979 -0.069 0.488 -0.342
O 1.3628 0.4818 0.3672 0.226 -0.140 0.437
C 0.5253 -0.5039 0.3105 -0.289 -0.201 -0.009
C 0.1400 -1.3997 1.4504 0.258 -0.058 0.159
O -1.1891 -1.4782 0.8984 -0.158 -0.113 0.039
C -0.9045 -0.5489 -0.1734 -0.088 0.173 -0.251
C -1.7403 0.7164 -0.0629 -0.014 0.049 0.035
H 1.8794 -0.2912 -1.9009 -0.041 -0.173 0.032
H 0.7363 1.6276 -1.2351 0.131 -0.033 0.087
H 2.2963 2.1463 -0.2613 -0.099 -0.099 -0.041
H 1.5748 -0.9216 -1.5927 0.079 0.105 -0.089
H 0.1515 -0.9434 2.4516 0.001 -0.027 -0.137
H 0.6169 -2.3867 1.4989 -0.065 0.137 -0.016
H -1.0658 -1.0279 -1.1489 0.019 0.052 0.115
H -1.5479 1.4035 -0.8937 -0.030 -0.115 0.111
H -2.7988 0.4394 -0.0900 0.145 0.026 0.000
H -1.5451 1.2384 0.8798 -0.007 -0.070 -0.129
```
Forces are in eV/Å.

- Electronic energy: -346.7895 hartree

The following is a quantum chemistry calculation of the molecule C5H7N, from OMol25.

Structure (XYZ):
```
13
Properties=species:S:1:pos:R:3:forces:R:3
C 1.9543 0.0044 -0.0272 0.098 0.013 -0.014
C 0.4525 -0.0089 -0.0009 -0.076 -0.064 -0.026
C -0.4014 1.1085 0.2346 0.006 0.025 0.005
C -1.7002 0.6706 0.1620 -0.028 0.000 -0.001
N -1.6707 -0.6704 -0.1062 -0.036 0.028 0.009
C -0.3694 -1.0921 -0.2076 0.069 0.024 -0.015
H 2.3912 -0.5122 0.8348 -0.097 0.064 -0.093
H 2.3464 -0.4758 -0.9303 -0.060 0.059 0.124
H 2.3301 1.0321 -0.0137 -0.069 -0.136 -0.009
H -0.0828 2.1252 0.4303 -0.065 -0.168 -0.031
H -2.6369 1.1998 0.2715 0.162 -0.085 -0.006
H -2.4801 -1.2563 -0.2218 0.123 0.087 0.021
H -0.1331 -2.1249 -0.4255 -0.028 0.153 0.037
```
Forces are in eV/Å.

- Electronic energy: -249.4701 hartree

The following is a quantum chemistry calculation of the molecule C3H5N3O, from OMol25.

Structure (XYZ):
```
12
Properties=species:S:1:pos:R:3:forces:R:3
O 1.1492 1.0930 1.8793 0.152 -0.187 0.140
C 0.6469 1.4487 0.6071 -0.156 0.179 -0.296
C -0.0147 0.2848 -0.0594 0.166 0.065 0.019
N -1.3532 0.0373 -0.0068 0.087 -0.158 -0.138
C -1.4642 -1.0980 -0.6580 0.019 -0.078 -0.099
N -0.2522 -1.5133 -1.0708 -0.142 -0.041 0.000
N 0.6916 -0.6339 -0.6943 -0.135 0.239 0.057
H 1.6197 0.2592 1.7626 0.063 0.086 0.137
H 1.4430 1.8427 -0.0410 -0.116 -0.106 0.103
H -0.0950 2.2314 0.7660 0.060 -0.041 -0.018
H -2.3771 -1.6413 -0.8574 0.102 0.051 0.026
H 0.0059 -2.3107 -1.6273 -0.100 -0.009 0.070
```
Forces are in eV/Å.

- Electronic energy: -356.8147 hartree

The following is a quantum chemistry calculation of a cluster of 2 separate species, C4H8Cl2N in total at a distorted geometry, from OMol25.

Structure (XYZ):
```
15
Properties=species:S:1:pos:R:3:forces:R:3
C -1.3967 0.6285 0.0818 3.132 -3.660 -0.422
C -2.2682 -0.1903 0.6239 -0.620 -0.207 1.322
C 1.2568 1.1729 -0.5583 3.449 1.171 -2.994
C 0.4765 -0.0337 -0.5453 -6.449 0.100 -0.177
N 1.0075 -1.1580 0.2805 -0.297 -0.935 0.522
Cl -3.8586 0.1167 1.3317 1.034 0.420 -0.969
Cl -1.8602 -1.8330 1.0486 0.237 -0.498 -0.101
H -1.5904 1.5685 -0.2769 -0.256 2.253 -0.571
H 2.3793 0.9158 -0.8480 -2.025 0.450 -0.003
H 0.9075 2.0045 -1.2791 0.397 -1.632 1.157
H 1.4274 1.5796 0.3832 -0.270 0.879 1.892
H 0.0691 -0.4458 -1.5419 1.146 0.523 1.644
H 0.1626 -1.8555 0.6719 2.008 1.957 -1.193
H 1.6674 -0.8915 1.0655 -1.234 -0.007 -0.856
H 1.6200 -1.5787 -0.4376 -0.250 -0.815 0.750
```
Forces are in eV/Å.

- Electronic energy: -1131.9680 hartree
- Total charge: +1

The following is a quantum chemistry calculation of the ion C3H4N3 with charge +1 at a distorted geometry, from OMol25.

Structure (XYZ):
```
10
Properties=species:S:1:pos:R:3:forces:R:3
C -1.7874 -0.9240 0.3899 -0.440 0.137 0.538
C 1.2376 0.1137 0.4872 0.371 -0.916 0.957
C -0.5169 0.7125 -0.8924 -0.424 0.346 -0.694
N -1.2557 -0.1911 -0.3756 0.361 0.149 0.160
N 1.3684 -0.7031 1.3277 0.253 0.344 -0.523
N 0.8711 0.6901 -0.5775 -0.076 0.397 -0.614
H -2.1927 -1.9068 0.3638 -0.101 -0.621 -0.243
H -0.9005 1.5147 -1.4896 0.006 0.194 0.007
H 1.5863 -0.7266 2.3109 -0.064 0.141 0.262
H 1.5257 1.1416 -1.2107 0.113 -0.171 0.150
```
Forces are in eV/Å.

- Electronic energy: -280.5793 hartree
- Total charge: +1

The following is a quantum chemistry calculation of a structure of composition C23H34CdN7O8S3, from OMol25.

Structure (XYZ):
```
76
Properties=species:S:1:pos:R:3:forces:R:3
Cd 1.3423 -1.1805 0.3944 0.454 0.275 0.341
N 1.9380 -0.9663 2.7949 -0.559 -0.711 0.010
N 3.1823 -0.9501 3.4159 0.048 0.133 -0.094
C 4.3066 -1.0235 2.6769 0.064 0.167 -0.090
N 5.4400 -1.1660 3.4240 0.077 -0.023 -0.114
S 4.3593 -0.8802 1.0190 -0.097 -0.088 0.109
H 1.2544 -0.4385 3.3267 0.051 0.380 -0.022
H 1.5546 -1.9237 2.8368 -0.153 -0.135 0.019
H 3.2128 -1.2718 4.3706 0.027 -0.020 0.101
H 5.3874 -1.5575 4.3504 0.002 0.024 -0.004
H 6.2670 -1.3660 2.8902 0.034 -0.030 0.030
C 2.1674 -0.6658 -7.9300 -0.010 -0.014 0.095
C 1.8820 -0.6976 -6.4479 -0.004 0.008 -0.041
C 0.8510 0.0558 -5.9023 -0.009 0.008 -0.015
C 0.5937 0.0662 -4.5342 -0.036 0.042 0.041
C -0.5331 0.9200 -3.9981 0.117 -0.096 -0.001
C 1.4133 -0.6943 -3.6906 -0.005 0.085 -0.066
C 2.4545 -1.4702 -4.2154 0.058 -0.024 0.013
C 3.3509 -2.3132 -3.3370 -0.071 0.126 -0.032
C 2.6632 -1.4628 -5.5915 0.024 -0.023 -0.001
C 1.1837 -0.6815 -2.2062 -0.077 0.256 0.167
O 0.0333 -0.9090 -1.7495 0.393 0.048 -0.108
O 2.1885 -0.4414 -1.4595 -0.257 -0.229 -0.579
H 1.3067 -0.2956 -8.4889 0.020 -0.019 0.011
H 2.4215 -1.6592 -8.3056 -0.018 0.031 0.010
H 3.0132 -0.0077 -8.1468 -0.019 -0.011 -0.004
H 0.2231 0.6534 -6.5590 0.038 -0.034 0.046
H -1.0774 1.3897 -4.8182 0.044 0.020 0.009
H -0.1475 1.7046 -3.3406 -0.017 -0.034 -0.004
H -1.2272 0.3248 -3.4079 -0.015 -0.009 -0.015
H 2.7904 -2.8360 -2.5618 -0.014 -0.012 -0.015
H 4.0776 -1.6849 -2.8189 -0.019 -0.011 -0.016
H 3.8873 -3.0448 -3.9425 -0.009 -0.002 -0.006
H 3.4660 -2.0705 -6.0038 -0.059 0.027 0.035
C -2.2135 1.8256 5.0778 0.124 0.027 -0.091
C -1.4858 2.8879 4.2495 -0.078 -0.125 -0.003
C -0.4351 2.3089 3.3004 -0.194 0.005 -0.026
N -1.0724 1.6664 2.1638 0.209 -0.275 0.357
C -0.5980 1.6748 0.9168 -0.195 0.095 -0.389
S 0.9003 2.2042 0.4123 -0.155 -0.092 0.233
N -1.5069 1.1838 -0.0329 0.127 -0.023 0.274
C -2.8765 1.3191 -0.0468 0.016 -0.080 -0.011
O -3.5691 0.6191 -0.7554 -0.001 0.003 0.030
C -3.4966 2.4367 0.7487 0.099 0.017 -0.114
C -2.9639 3.7209 0.7292 0.063 0.073 0.008
C -3.6067 4.7480 1.4047 -0.036 -0.024 0.038
C -4.7796 4.4929 2.1083 0.040 -0.039 -0.023
C -5.3146 3.2102 2.1190 0.041 0.027 -0.019
C -4.6796 2.1863 1.4275 -0.087 -0.030 0.079
H -2.9975 2.2748 5.6927 0.047 -0.023 -0.045
H -1.5141 1.3052 5.7373 -0.038 0.012 -0.022
H -2.6718 1.0614 4.4474 -0.019 0.014 0.006
H -0.9833 3.5920 4.9189 -0.024 0.013 -0.007
H -2.2081 3.4559 3.6554 0.048 0.039 0.034
H 0.1894 1.5950 3.8437 0.082 -0.096 -0.029
H 0.2159 3.0841 2.9090 0.051 0.078 -0.060
H -1.6577 0.8657 2.3874 -0.092 0.043 -0.058
H -1.1248 0.4803 -0.6612 0.008 0.012 -0.243
H -2.0432 3.9159 0.1871 -0.055 -0.030 0.050
H -3.1863 5.7470 1.3927 -0.026 -0.032 -0.021
H -5.2759 5.2937 2.6452 0.022 -0.037 -0.027
H -6.2312 3.0089 2.6611 0.042 -0.002 -0.016
H -5.0902 1.1832 1.4102 0.014 0.056 -0.001
O 0.1710 -3.1359 2.4602 0.175 0.201 0.115
S -0.9784 -2.1876 2.3583 0.283 0.229 0.554
O -2.1994 -2.9172 2.0441 -0.104 0.063 -0.103
O -0.6447 -1.2367 1.2079 -0.235 -0.053 0.083
O -1.0723 -1.3487 3.5691 -0.047 -0.043 -0.194
N 0.7572 -5.2993 0.5047 0.006 -0.005 -0.014
C 0.5848 -4.0737 -0.0714 -0.785 0.252 -0.102
N -0.6871 -3.7022 -0.4008 0.464 -0.090 -0.087
O 1.5614 -3.3644 -0.3607 0.553 -0.029 -0.060
H -0.0187 -5.6234 1.0628 -0.001 0.029 -0.058
H 1.6476 -5.3696 0.9690 -0.012 0.015 0.077
H -1.3655 -3.7844 0.3479 -0.301 -0.196 0.112
H -0.7063 -2.7610 -0.7845 -0.027 -0.085 -0.037
```
Forces are in eV/Å.

- Electronic energy: -3244.6496 hartree
- Total charge: -1

The following is a quantum chemistry calculation of the ion C9H16NO with charge +1 at a distorted geometry, from OMol25.

Structure (XYZ):
```
27
Properties=species:S:1:pos:R:3:forces:R:3
C 0.6448 0.0595 2.0316 -0.002 1.039 0.929
C -0.2100 -1.0675 2.1017 -0.299 -1.342 -2.811
C 0.8256 0.7880 0.9275 2.274 0.801 1.011
C -0.5859 -1.7246 1.0261 -0.275 1.601 -1.041
C 0.2400 0.4501 -0.3851 -0.788 0.062 2.387
C 1.8058 1.9914 1.1023 -2.360 0.988 -0.245
C -1.5761 -2.5416 0.3520 -1.858 0.320 0.737
C 0.6952 -0.8118 -2.3248 -3.049 -0.275 -2.303
C -1.9296 1.4426 0.1011 0.613 -2.839 -0.042
N 1.2701 0.3070 -1.5343 -2.637 0.443 0.857
O -0.8330 1.2814 -0.7799 3.457 -2.122 -2.077
H 0.9881 0.3210 3.0545 0.323 0.455 -1.125
H -0.4720 -1.3541 3.0513 -0.809 -1.019 2.263
H 2.8662 1.7825 0.9674 -0.129 0.053 0.292
H 1.5016 2.5497 2.0325 1.032 -1.087 -0.357
H 1.4596 2.7749 0.4159 0.558 -0.137 -0.574
H -1.7491 -3.4285 0.8884 0.357 -1.697 1.286
H -1.3102 -2.9547 -0.6075 -0.061 0.553 -0.635
H -2.6721 -2.1928 0.4757 1.761 0.330 -0.930
H 1.1961 -0.7796 -3.3028 -0.595 -0.214 0.095
H 0.7291 -1.8333 -1.9257 1.114 0.687 0.733
H -0.4893 -0.7395 -2.3728 2.618 0.611 -0.400
H -2.4228 2.1767 -0.4877 -1.594 0.333 0.326
H -1.4502 1.8292 0.9612 -0.497 0.561 1.525
H -2.3939 0.3666 0.3113 0.441 2.601 -0.493
H 1.2232 1.2885 -1.9513 0.563 -1.770 -0.230
H 2.2090 -0.0510 -1.3256 -0.157 1.064 0.821
```
Forces are in eV/Å.

- Electronic energy: -482.0266 hartree
- Total charge: +1

What is the electronic energy in the first record?
-346.7895 hartree

Among the records above, which one has the lowest electronic energy?
C23H34CdN7O8S3

Number 2 is which compound?
C5H7N

Which value of electronic energy does entry 4 give?
-1131.9680 hartree